[1]
A cluster of 14 separate species, C4H26BO21 in total in a non-equilibrium geometry, computed with wB97M-V/def2-TZVPD.

The calculation puts the max |F| at 0.1033 Eh/bohr. Its HOMO-LUMO gap (alpha / beta) is 6.81 / 1.83 eV. Its HOMO energy (alpha / beta) is -10.20 / -10.20 eV. Its relative energy (zero: lowest compared OMol25 entry of this formula, charge and spin) is 0.0 kJ/mol. The LUMO energy (alpha / beta) is -0.1247 / -0.3076 hartree. The multiplicity is 2. The value obtained for the total energy is -48244.217 eV.

Structure (XYZ):
```
52
C4H26BO21 wB97M-V/def2-TZVPD
O -2.17942 1.70742 -0.85730
C -1.13021 1.11551 -0.62546
O -0.78243 0.26863 0.38086
B 0.58869 -0.20762 0.30083
O 1.16480 0.51557 -0.88846
C 0.22698 1.25299 -1.45487
O 0.44234 1.87206 -2.50525
O 0.51785 -1.64387 0.02030
C 1.34680 -2.23989 0.94895
O 1.71485 -3.42690 1.06352
C 1.91609 -1.13804 1.93757
O 1.39679 -0.01924 1.54167
O 2.71399 -1.32007 2.84029
O -4.35903 0.31458 -2.19452
H -3.93014 -0.53695 -2.10980
H -5.28190 0.10520 -2.33844
O -1.45162 -4.20365 2.08395
H -1.24558 -3.75090 1.26615
H -2.22296 -3.74889 2.42227
O 0.68668 -4.80649 3.69099
H 1.48517 -4.83495 3.16388
H -0.00329 -4.57533 3.06912
O 1.11209 2.38797 -5.52032
H 0.52492 1.75469 -5.93314
H 0.86019 2.38229 -4.59687
O -4.68380 2.11835 0.40208
H -4.19526 1.65242 -0.27649
H -4.92048 1.44081 1.03545
O 5.48583 -0.73528 3.10611
H 4.65287 -1.09714 2.80365
H 5.25827 -0.22784 3.88518
O 3.61437 1.94294 3.19948
H 3.54127 2.42562 2.37613
H 3.11649 1.13894 3.05134
O -1.62750 -1.04132 -3.56942
H -1.05379 -0.49037 -3.03694
H -1.06883 -1.76434 -3.85466
O -2.98927 3.63861 1.90185
H -3.59661 3.20720 1.30081
H -2.57547 2.92077 2.38114
O 1.82577 -6.50193 0.82219
H 1.56078 -5.59657 0.98445
H 2.77436 -6.50098 0.95035
O 4.38584 1.02044 -0.51278
H 3.44448 1.16880 -0.42294
H 4.78929 1.72530 -0.00618
O -3.65790 3.40951 -2.54618
H -3.57383 2.47083 -2.37875
H -2.75848 3.71265 -2.67027
O -0.70460 4.54508 -1.78068
H -0.54303 3.63326 -2.02296
H -0.61231 4.56024 -0.82806
```

=====

[2]
A structure of composition C30H33F3N10O8SV, computed with wB97M-V/def2-TZVPD.

The calculation puts the max |F| at 0.0152 Eh/bohr. Its HOMO-LUMO gap (alpha / beta) is 5.93 / 5.02 eV. Its HOMO energy (alpha / beta) is -2.02 / -1.11 eV. The LUMO energy (alpha / beta) is 0.1437 / 0.1437 hartree. As for the total charge: -2. The multiplicity is 2. The value obtained for the total energy is -107609.163 eV.

Structure (XYZ):
```
86
C30H33F3N10O8SV wB97M-V/def2-TZVPD
V -0.29047 -0.15567 1.09060
F -1.08573 -4.70115 -2.43279
C -2.27547 -4.10751 -2.27870
F -2.43661 -3.27025 -3.32506
F -3.19913 -5.09161 -2.46413
C -2.45454 -3.42605 -0.95434
C -3.52744 -3.77943 -0.16195
C -3.74139 -3.13445 1.05153
C -2.85201 -2.13547 1.40361
N -1.81896 -1.77989 0.64830
C -1.55730 -2.40634 -0.53261
S -0.21689 -1.81493 -1.38296
H -4.20132 -4.55704 -0.49368
H -4.57752 -3.38889 1.68665
H -2.96067 -1.56224 2.31923
O 1.00712 5.50249 5.21833
C 1.73583 5.19463 4.25838
O 2.73905 5.76989 3.79386
C 1.32538 3.89744 3.51038
C 2.08311 3.41686 2.44965
C 1.68536 2.27119 1.78091
N 0.57355 1.60473 2.09423
C -0.15999 2.05682 3.12535
C 0.19134 3.17439 3.86280
C -1.38944 1.22757 3.43949
O -2.14009 1.54659 4.35080
O -1.53418 0.19230 2.68033
H 2.97815 3.95599 2.16919
H 2.26372 1.85398 0.96495
H -0.42036 3.49611 4.69338
O 4.58193 -2.85359 2.88751
C 3.61202 -3.18733 3.71938
O 3.79342 -3.92104 4.66935
C 2.27261 -2.62262 3.42708
C 1.14968 -2.76994 4.21002
N 0.14685 -2.10813 3.59244
N 0.56057 -1.53667 2.46243
C 1.84358 -1.82840 2.33894
C 2.51796 -1.13355 1.20864
O 3.75911 -1.23319 1.09719
O 1.73873 -0.43095 0.51013
H 4.26964 -2.21474 2.14649
H 1.01725 -3.28948 5.14211
H -0.78408 -1.89287 3.91694
C 1.12181 1.32896 -3.80870
N 2.14267 1.63055 -4.82140
C 3.34640 0.86490 -4.47660
N 3.84577 1.17191 -3.14100
C 2.77701 0.87475 -2.17319
N 1.57065 1.65897 -2.46103
C 1.90309 3.07513 -2.40736
N 2.95131 3.42932 -3.37746
C 2.47297 3.05402 -4.70879
C 4.13091 2.60485 -3.07602
H 0.86819 0.26690 -3.84487
H 0.22264 1.91238 -4.03305
H 4.12569 1.09131 -5.21075
H 3.10995 -0.19984 -4.52867
H 3.12240 1.09421 -1.16463
H 2.53134 -0.18651 -2.20976
H 2.24555 3.32662 -1.40081
H 1.00618 3.66102 -2.62973
H 3.24955 3.29261 -5.44159
H 1.58021 3.64168 -4.94003
H 4.48463 2.85141 -2.07314
H 4.91839 2.84498 -3.79653
C -1.34962 2.87054 -0.01528
C -2.19103 3.80038 -0.91777
N -3.36433 3.09630 -1.43954
C -2.88759 2.01975 -2.30568
C -1.86961 1.12674 -1.56671
N -1.81738 1.46982 -0.12002
C -3.20669 1.40389 0.37892
C -4.07492 2.48455 -0.31323
H -1.43300 3.17190 1.02905
H -0.29405 2.89709 -0.28096
H -1.61012 4.15556 -1.77313
H -2.52607 4.67879 -0.36187
H -2.44667 2.46492 -3.20257
H -3.75854 1.44087 -2.62642
H -0.85551 1.22444 -1.95464
H -2.13771 0.07724 -1.65422
H -3.19857 1.53809 1.45863
H -3.57647 0.39821 0.17629
H -4.33577 3.27979 0.38912
H -5.00704 2.05212 -0.68597
```

=====

[3]
The ion C4H12NO with charge +1 in a non-equilibrium geometry, computed with wB97M-V/def2-TZVPD.

The calculation puts the max |F| at 0.1338 Eh/bohr. Its HOMO-LUMO gap is 11.03 eV. As for the SMILES: CO[N+](C)(C)C. Its HOMO energy is -15.01 eV. Its relative energy (zero: lowest compared OMol25 entry of this formula, charge and spin) is 489.0 kJ/mol. The LUMO energy is -0.1464 hartree. As for the total charge: +1. The value obtained for the total energy is -7869.223 eV.

Structure (XYZ):
```
18
C4H12NO wB97M-V/def2-TZVPD
C -1.09416 -0.89126 1.63990
O -0.19726 -1.12845 0.66348
N 0.20190 -0.00583 -0.39660
C 1.04568 -0.77247 -1.29071
C -0.93418 0.56580 -1.04810
C 0.98532 0.91998 0.49067
H -1.88619 -0.13569 1.23168
H -0.51315 -0.32133 2.53355
H -1.39873 -1.99314 1.97377
H 1.76879 -1.28114 -0.70001
H 0.25604 -1.32492 -1.81328
H 1.67704 0.02366 -1.82249
H -0.66874 1.51565 -1.70320
H -1.39794 -0.04072 -1.67197
H -1.57277 1.11894 -0.33030
H 0.44500 1.61091 1.13512
H 1.75177 0.47854 1.10031
H 1.53159 1.66145 0.00818
```